Entry 1:
The following is a quantum chemistry calculation of a molecular structure, C33H47AsAuO10PS, from the OMol25 dataset.

```
94
Properties=species:S:1:pos:R:3:forces:R:3
Au 2.58205 -0.08962 0.80066 0.486 -0.291 -1.136
C 1.10967 3.53569 7.78303 -0.233 0.082 0.413
O 1.78679 3.34754 6.56022 0.132 -0.274 -0.535
C 1.47491 2.30763 5.76361 -0.120 0.049 0.235
C 0.48413 1.34152 6.03899 0.471 1.019 0.450
C 0.30534 0.29486 5.17106 0.324 -0.843 -1.439
C 1.03419 0.14230 3.97478 -0.155 0.810 0.919
C 0.84287 -1.01484 3.15374 -0.482 -1.636 -1.169
C -0.04043 -2.14015 3.64470 0.270 0.093 -0.176
O 1.31168 -1.19742 2.01391 -0.438 0.231 1.429
C 1.97784 1.18657 3.62822 0.205 0.175 -0.014
O 2.61781 1.28979 2.54187 -0.367 0.227 0.821
C 2.19294 2.20944 4.59119 0.217 0.419 0.151
H 1.57617 4.40818 8.23744 -0.088 -0.094 -0.011
H 1.22813 2.67948 8.45280 0.031 -0.007 -0.071
H 0.04526 3.73720 7.63024 0.052 -0.024 -0.046
H -0.11720 1.41002 6.93310 -0.024 -0.015 0.021
H -0.45168 -0.43318 5.41673 0.014 -0.105 0.006
H 0.10541 -2.35700 4.69647 0.001 -0.044 0.122
H 0.19026 -3.02157 3.05209 -0.014 0.002 -0.037
H -1.08153 -1.86558 3.47982 -0.162 0.024 0.013
H 2.94449 2.94764 4.36020 0.059 0.118 -0.036
O 4.18360 0.93962 -3.09844 -0.441 -0.071 0.245
As 4.31710 -0.22925 -1.72898 1.007 -0.666 -3.134
O 5.85835 -0.67312 -1.77871 0.842 -0.281 0.540
O 3.74953 0.83520 -0.56802 -0.932 0.883 1.715
C 3.16676 -1.61172 -2.51770 0.140 1.303 -0.071
C 2.70452 -1.43288 -3.81635 -0.107 -0.073 0.032
C 1.91487 -2.42363 -4.38066 0.165 0.191 -0.262
C 1.64037 -3.59792 -3.69795 0.023 -0.258 0.281
C 2.15599 -3.79219 -2.42459 -0.158 0.056 -0.420
C 2.89847 -2.77447 -1.86418 0.510 -0.471 1.709
S 3.63347 -3.07488 -0.22351 -1.040 -1.751 -2.186
O 4.73690 -3.94107 -0.51622 0.346 0.150 0.518
O 2.56445 -3.64215 0.56189 -0.231 0.189 0.630
O 4.03605 -1.72135 0.21463 0.208 0.902 0.712
H 4.34417 1.79520 -2.68778 -0.018 0.155 -0.139
H 2.96714 -0.53433 -4.35942 -0.136 -0.020 0.035
H 1.51408 -2.27020 -5.37238 -0.007 -0.054 -0.139
H 1.04702 -4.37743 -4.15473 -0.076 -0.006 -0.093
H 1.99872 -4.70089 -1.86538 -0.089 -0.123 0.024
O 0.88419 0.15594 -1.00233 0.868 0.046 0.183
P -0.59850 0.26788 -0.96004 -1.421 0.168 -0.310
C -1.16244 1.74226 0.03727 0.305 -0.669 -0.357
C -0.82349 1.51053 1.50570 -0.319 0.095 0.176
C -1.08975 2.74582 2.36090 0.289 -0.047 -0.042
C -0.29890 3.93429 1.83130 -0.396 0.109 0.012
C -0.69650 4.19620 0.38436 0.288 -0.050 0.026
C -0.40561 2.96776 -0.47380 -0.167 0.272 -0.065
C -1.24853 -1.23392 -0.07425 0.208 0.567 -0.237
C -2.72933 -1.29573 0.30862 -0.086 0.126 -0.106
C -3.61555 -2.11698 -0.62663 -0.005 -0.155 0.194
C -2.98809 -3.46751 -0.94844 -0.049 0.189 -0.343
C -1.63571 -3.24279 -1.61612 0.004 -0.151 0.311
C -0.69583 -2.53908 -0.64618 0.201 0.023 -0.319
C -1.23257 0.63195 -2.66175 0.207 -0.231 0.756
C -2.72822 0.44981 -2.85997 -0.010 0.207 0.012
C -3.15628 1.20572 -4.11892 0.011 -0.027 0.006
C -2.08280 1.11692 -5.21234 -0.013 -0.188 -0.112
C -1.24606 -0.14994 -5.05539 0.103 0.109 0.006
C -0.46358 -0.14244 -3.73123 0.022 -0.110 -0.084
H -2.24067 1.89122 -0.08394 -0.027 -0.057 -0.035
H 0.23836 1.26010 1.55683 0.038 -0.054 0.067
H -1.39952 0.67481 1.90797 0.036 -0.131 -0.005
H -0.80838 2.53528 3.39493 -0.078 -0.008 0.132
H -2.15880 2.97639 2.34245 -0.034 0.006 0.072
H 0.76724 3.70411 1.87662 0.144 0.053 0.035
H -0.48651 4.81814 2.44478 0.086 0.008 0.023
H -0.14556 5.05169 -0.00972 -0.064 0.043 -0.026
H -1.76478 4.43035 0.33766 -0.003 0.077 -0.018
H 0.66427 2.74352 -0.44592 0.060 0.048 -0.112
H -0.67909 3.19320 -1.50688 0.108 -0.069 0.029
H -0.66762 -1.06449 0.84298 -0.142 0.016 -0.115
H -3.13579 -0.28458 0.38951 -0.071 0.015 0.192
H -2.78982 -1.75685 1.29785 -0.042 0.036 0.127
H -3.78576 -1.57733 -1.55588 -0.087 -0.009 0.001
H -4.58784 -2.25680 -0.14837 -0.036 0.068 -0.038
H -3.65071 -4.03487 -1.60588 -0.007 -0.048 0.065
H -2.84974 -4.04507 -0.03061 -0.015 -0.076 0.035
H -1.76955 -2.65218 -2.52624 -0.002 0.006 -0.093
H -1.19156 -4.19747 -1.90273 0.044 0.040 -0.100
H 0.26904 -2.33770 -1.11745 0.027 -0.129 0.121
H -0.50103 -3.21623 0.18861 0.106 -0.057 0.021
H -0.98914 1.69379 -2.78499 -0.077 -0.052 0.083
H -3.29501 0.80336 -1.99571 -0.131 -0.104 0.012
H -2.93286 -0.61134 -2.99865 -0.021 -0.008 0.106
H -3.33449 2.25131 -3.87056 -0.112 0.097 0.011
H -4.09665 0.78557 -4.47726 -0.074 0.061 -0.043
H -1.42029 1.98202 -5.17084 0.031 0.096 -0.010
H -2.56009 1.12621 -6.19137 0.034 0.099 -0.081
H -0.54637 -0.24229 -5.88723 -0.044 -0.097 -0.021
H -1.91073 -1.01712 -5.08939 0.022 -0.057 -0.063
H 0.51745 0.31982 -3.85334 -0.019 -0.135 -0.018
H -0.29514 -1.17429 -3.41439 0.124 0.067 0.030
```
Positions in Å, forces in eV/Å.

2S+1 ... 3
Electronic energy ... -140111.13447 eV
Frontier orbital gap (spin up / spin down) ... 6.454 / 3.662 eV
Energy above the lowest of the compared OMol25 structures with the same formula, charge and spin ... 60.7 kJ/mol

Entry 2:
The following is a quantum chemistry calculation of a molecular structure, C33H47Cl2MnN2PSe, from the OMol25 dataset.

```
87
Properties=species:S:1:pos:R:3:forces:R:3
P 0.85248 -0.53022 -1.56782 1.711 -0.671 -1.616
C 1.61819 -2.28738 -1.45950 -0.695 0.810 0.157
C 2.45266 -2.89556 -2.59758 0.097 0.261 0.096
C 2.76505 -4.36374 -2.30928 -0.173 -0.062 0.113
C 3.36756 -4.60094 -0.91517 0.037 0.049 -0.027
C 2.60260 -3.87972 0.20186 -0.024 0.024 -0.105
C 2.37829 -2.40473 -0.13225 -0.157 -0.309 0.012
C 2.40352 0.58042 -1.64899 -0.881 -0.306 0.380
C 3.63654 0.07377 -2.40031 -0.067 -0.046 0.132
C 4.69924 1.17010 -2.47387 -0.086 0.089 0.079
C 5.05010 1.74231 -1.08938 0.090 -0.148 -0.071
C 3.82090 2.09670 -0.24305 0.165 0.048 -0.109
C 2.78665 0.97894 -0.21953 -0.055 0.219 -0.042
C 0.57078 -0.55451 -3.45887 0.020 -0.098 0.305
C -0.47592 -1.62348 -3.85658 0.038 0.261 -0.020
C -0.68620 -1.69096 -5.38346 0.171 -0.148 0.298
C -0.98927 -0.33127 -6.01549 -0.158 -0.103 0.244
C 0.00288 0.74482 -5.58630 0.187 -0.002 0.156
C 0.21965 0.81870 -4.06837 -0.162 -0.197 0.237
H 0.66531 -2.83830 -1.36542 0.393 -0.238 0.127
H 3.39672 -2.34565 -2.69685 -0.230 -0.250 -0.013
H 1.94569 -2.81584 -3.56768 0.092 -0.090 0.198
H 3.44889 -4.73593 -3.08283 -0.119 -0.101 0.109
H 1.82809 -4.93001 -2.39090 0.088 -0.036 -0.005
H 3.37909 -5.67831 -0.71096 0.113 0.092 -0.028
H 4.41366 -4.26234 -0.91284 -0.103 0.000 -0.001
H 1.61776 -4.35034 0.33322 0.150 0.078 0.064
H 3.14625 -3.95983 1.15104 -0.082 -0.137 -0.099
H 1.80820 -1.93229 0.68024 0.155 -0.063 -0.217
H 3.35149 -1.89505 -0.21339 -0.213 -0.134 0.034
H 2.00013 1.46352 -2.16849 0.263 -0.028 0.299
H 4.32170 1.97569 -3.11907 0.076 -0.055 0.057
H 3.39336 -0.27030 -3.41784 0.102 0.121 0.296
H 4.05195 -0.78747 -1.85470 -0.020 0.299 -0.151
H 5.59662 0.75353 -2.95058 -0.048 0.213 0.035
H 5.67855 2.63147 -1.22127 0.017 -0.122 0.079
H 5.65495 0.99887 -0.54994 -0.074 0.070 -0.042
H 4.12920 2.32940 0.78155 0.014 0.092 -0.096
H 3.34962 2.99847 -0.65807 -0.003 -0.098 0.086
H 1.89806 1.33257 0.31762 0.231 -0.149 -0.079
H 3.17120 0.10218 0.31838 0.033 0.201 -0.060
H 1.57687 -0.85220 -3.82646 -0.707 0.105 -0.135
H -0.18366 -2.62135 -3.48486 -0.128 0.401 -0.109
H -1.43736 -1.38114 -3.36902 0.267 -0.017 -0.099
H 0.21899 -2.10785 -5.84771 -0.047 0.035 0.058
H -1.50065 -2.39803 -5.58502 0.111 0.093 -0.105
H -1.99911 -0.02449 -5.71902 0.016 0.006 -0.024
H -0.98343 -0.43121 -7.10640 -0.091 0.064 0.066
H -0.33685 1.72473 -5.93009 0.015 -0.001 -0.107
H 0.96458 0.55519 -6.07633 0.050 -0.023 0.019
H 1.02073 1.54156 -3.85899 -0.251 -0.163 -0.069
H -0.68266 1.21297 -3.57527 0.164 -0.092 -0.105
Mn -0.91915 0.22948 0.49651 0.082 0.505 0.679
Cl -0.32962 2.12209 -0.64605 -0.439 0.776 -0.007
Cl -1.01324 -2.07352 0.67406 -0.338 -0.160 0.417
C -1.26054 1.02535 2.31089 -0.281 -0.319 -0.263
H -2.20021 1.54415 2.61847 0.792 -0.165 -0.406
C -0.28690 1.01042 3.32742 0.194 0.110 0.275
C -0.33511 1.85647 4.50554 0.465 -0.648 -0.589
C 0.75032 1.91175 5.36555 -0.087 -0.258 -0.266
C 1.87980 1.11026 5.12948 0.232 0.049 0.140
C 1.92085 0.23042 4.03435 -0.045 0.074 0.108
C 0.85749 0.16042 3.16047 -0.108 0.288 0.147
H -1.21761 2.47071 4.67013 0.103 -0.040 -0.038
H 0.73525 2.58180 6.22757 -0.008 -0.173 -0.180
H 2.79808 -0.40066 3.86900 -0.218 0.160 0.122
H 0.84318 -0.55303 2.32424 0.118 0.316 0.376
H 2.73254 1.16889 5.80379 -0.145 -0.009 -0.096
C -6.07382 -0.61711 2.82983 -0.095 0.421 0.226
N -5.67085 0.78093 2.87044 0.273 0.217 -0.103
C -4.73214 1.37885 2.04646 -0.179 -0.057 0.068
Se -3.84249 0.60385 0.62766 -1.346 0.291 0.246
N -4.60992 2.66451 2.52761 -0.104 -0.145 0.142
C -5.39288 2.84921 3.67499 0.579 0.244 -0.190
C -5.47206 3.89394 4.58298 -0.485 -0.072 0.280
C -6.30869 3.70623 5.70316 -0.014 -0.014 -0.002
C -7.00569 2.49500 5.90872 0.257 0.215 -0.405
C -6.88817 1.43944 4.98796 -0.039 0.470 0.117
C -6.07527 1.65958 3.88071 0.152 -0.774 -0.144
H -5.69702 -1.12320 3.72969 -0.020 -0.002 -0.318
H -5.65807 -1.05657 1.92298 -0.072 -0.031 0.143
H -7.17266 -0.65269 2.83572 0.286 -0.142 -0.141
H -3.96091 3.34207 2.13669 -0.190 -0.472 0.086
H -4.90128 4.80292 4.40311 -0.194 -0.108 0.243
H -6.43187 4.50953 6.45116 0.196 -0.494 -0.565
H -7.63644 2.39337 6.79788 0.259 -0.030 -0.400
H -7.40454 0.48971 5.11275 0.123 0.231 0.094
```
Positions in Å, forces in eV/Å.

2S+1 ... 5
Electronic energy ... -168967.28547 eV
Frontier orbital gap (spin up / spin down) ... 5.080 / 5.539 eV
Charge ... -1
Energy above the lowest of the compared OMol25 structures with the same formula, charge and spin ... 37.1 kJ/mol